No. 1
Density functional theory data (ωB97M-V/def2-TZVPD) for a single C4H5N3 molecule.

Calculated values
E_HOMO: -9.58 eV
SMILES: N#C[C@H]1CN=CN1
electronic energy: -8698.45269 eV
multiplicity: 1
gap between HOMO and LUMO: 10.32 eV
total charge: 0

The geometry in XYZ format:
```
12
C4H5N3 (ωB97M-V/def2-TZVPD)
N 2.27 -1.26 1.18
H 0.76 1.83 0.58
H -1.71 1.89 0.83
C 1.69 -0.63 0.41
H -0.91 -1.26 -1.40
C -1.15 1.05 0.41
N 0.16 1.26 -0.01
H -0.48 -1.83 0.21
C -0.63 -0.93 -0.39
H 1.02 0.05 -1.50
C 0.66 -0.04 -0.47
N -1.66 -0.09 0.21
```



No. 2
Density functional theory data (ωB97M-V/def2-TZVPD) for a single C4H5N3 molecule in a non-equilibrium geometry.

Calculated values
E_HOMO: -10.35 eV
SMILES: [H]/N=C/C/N=C\C#N
electronic energy: -8697.53436 eV
multiplicity: 1
gap between HOMO and LUMO: 10.51 eV
total charge: 0

The geometry in XYZ format:
```
12
C4H5N3 (ωB97M-V/def2-TZVPD)
N -1.40 -0.06 0.31
H 0.97 -0.22 -2.14
H 1.44 1.79 -1.22
C 0.44 0.18 -1.27
H -0.07 -1.62 -0.26
C 0.52 -0.16 1.77
H -1.26 -1.12 -1.47
N 0.69 1.30 -0.73
N 1.57 -0.56 2.05
C -0.60 -0.75 -0.68
C -0.82 0.26 1.40
H -1.34 0.89 2.12
```



No. 3
Density functional theory data (ωB97M-V/def2-TZVPD) for C4H5N3 as an isolated structure.

Calculated values
E_HOMO: -9.28 eV
electronic energy: -8692.28141 eV
multiplicity: 1
gap between HOMO and LUMO: 9.88 eV
total charge: 0

The geometry in XYZ format:
```
12
C4H5N3 (ωB97M-V/def2-TZVPD)
H 2.01 -0.07 0.16
N 0.93 1.55 -0.54
C -0.16 -0.01 0.43
N 0.83 -1.50 -0.74
H -0.25 -2.46 0.82
N -1.47 0.10 -0.20
C 0.13 -1.56 0.34
C 1.07 0.00 -0.39
H -0.09 2.37 1.13
H -1.76 -0.76 -0.65
H -1.49 0.84 -0.91
C 0.25 1.51 0.55
```



No. 4
Density functional theory data (ωB97M-V/def2-TZVPD) for a 2-piece molecular cluster, C4H5N3 overall in a non-equilibrium geometry.

Calculated values
E_HOMO: -9.00 eV
electronic energy: -8695.55060 eV
multiplicity: 1
gap between HOMO and LUMO: 9.05 eV
total charge: 0

The geometry in XYZ format:
```
12
C4H5N3 (ωB97M-V/def2-TZVPD)
H -0.96 -1.34 1.10
N 1.02 0.89 -0.44
C 0.70 -0.13 0.29
H 0.56 -1.14 2.45
N 1.40 -0.54 1.46
C -0.65 -0.74 0.20
H -2.63 -0.15 -1.05
H 0.46 2.20 -1.89
N -1.02 0.72 -1.58
C -1.45 -0.39 -0.82
C 0.15 1.32 -1.37
H 2.42 -0.69 1.65
```



No. 5
Density functional theory data (ωB97M-V/def2-TZVPD) for a 2-piece molecular cluster, C4H5N3 overall in a non-equilibrium geometry.

Calculated values
E_HOMO: -11.33 eV
electronic energy: -8696.83886 eV
multiplicity: 1
gap between HOMO and LUMO: 11.12 eV
total charge: 0

The geometry in XYZ format:
```
12
C4H5N3 (ωB97M-V/def2-TZVPD)
N 3.27 -2.09 -1.56
C 0.55 1.39 1.70
H -2.23 2.00 0.28
N -0.54 1.32 1.28
C 2.36 -1.53 -1.10
H 1.44 -0.28 0.41
N 0.06 -0.82 -1.00
H 0.00 -1.36 -1.86
H -1.78 0.29 0.03
H -2.51 0.82 1.58
C -1.85 1.10 0.76
C 1.23 -0.83 -0.51
```



No. 6
Density functional theory data (ωB97M-V/def2-TZVPD) for a single C4H5N3 molecule in a non-equilibrium geometry.

Calculated values
E_HOMO: -9.61 eV
SMILES: C=Cn1nccn1
electronic energy: -8696.27359 eV
multiplicity: 1
gap between HOMO and LUMO: 10.39 eV
total charge: 0

The geometry in XYZ format:
```
12
C4H5N3 (ωB97M-V/def2-TZVPD)
C 1.26 1.78 -1.26
H -0.83 1.94 -0.86
N 0.73 -0.70 0.69
C 0.01 -1.71 1.23
H 2.28 1.42 -0.88
H 0.27 -2.68 1.67
N -1.35 -0.44 0.10
C 0.12 1.30 -0.81
H 1.30 2.73 -1.76
N -0.16 -0.04 -0.13
H -2.27 -2.01 1.11
C -1.36 -1.58 0.90
```



No. 7
Density functional theory data (ωB97M-V/def2-TZVPD) for C4H5N3 as an isolated structure in a non-equilibrium geometry.

Calculated values
E_HOMO (alpha / beta): -9.54 / -9.54 eV
electronic energy: -8695.14961 eV
multiplicity: 1
gap between HOMO and LUMO (alpha / beta): 8.75 / 8.75 eV
total charge: 0

The geometry in XYZ format:
```
12
C4H5N3 (ωB97M-V/def2-TZVPD)
H 1.46 -1.24 0.15
H 0.99 1.57 0.92
H -0.95 -0.85 -1.29
C -0.97 1.62 1.46
C -0.01 0.76 -0.69
N -1.78 1.79 2.24
N -0.14 -0.57 -0.80
H 0.89 -2.29 -1.16
N -0.12 1.78 -1.39
C 0.59 -1.67 -0.32
H 0.02 -2.33 0.34
C 0.03 1.42 0.53
```



No. 8
Density functional theory data (ωB97M-V/def2-TZVPD) for C4H5N3 as an isolated structure in a non-equilibrium geometry.

Calculated values
E_HOMO (alpha / beta): -7.54 / -7.54 eV
electronic energy: -8695.27927 eV
multiplicity: 1
gap between HOMO and LUMO (alpha / beta): 7.52 / 7.52 eV
total charge: 0

The geometry in XYZ format:
```
12
C4H5N3 (ωB97M-V/def2-TZVPD)
C 1.97 0.29 -0.28
N -0.75 2.87 0.65
H 0.16 -2.35 -0.08
H -2.39 0.40 -0.14
C -0.68 1.71 0.43
C 0.73 0.27 0.17
C -0.45 -0.43 -0.03
N -1.42 0.50 0.11
H -1.52 -2.15 0.25
H 2.35 -0.43 -1.00
H 2.65 1.09 0.00
N -0.65 -1.76 -0.09
```



No. 9
Density functional theory data (ωB97M-V/def2-TZVPD) for a single C4H5N3 molecule in a non-equilibrium geometry.

Calculated values
E_HOMO (alpha / beta): -8.42 / -8.60 eV
electronic energy: -8694.57606 eV
multiplicity: 1
gap between HOMO and LUMO (alpha / beta): 7.79 / 7.84 eV
total charge: 0

The geometry in XYZ format:
```
12
C4H5N3 (ωB97M-V/def2-TZVPD)
C -0.49 -1.16 -0.13
C -1.05 1.08 0.26
N 0.30 1.43 0.05
H -0.70 -2.03 0.48
H 0.63 0.28 -1.58
C 1.09 0.52 -0.62
N 1.97 -1.46 0.93
H -1.74 1.86 0.57
H -0.57 -1.44 -1.19
H 0.74 1.91 0.82
C 1.21 -0.86 0.24
N -1.40 -0.14 0.18
```



No. 10
Density functional theory data (ωB97M-V/def2-TZVPD) for a single C4H5N3O molecule in a non-equilibrium geometry.

Calculated values
E_HOMO: -7.95 eV
electronic energy: -10740.30682 eV
multiplicity: 1
gap between HOMO and LUMO: 7.48 eV
total charge: 0

The geometry in XYZ format:
```
13
C4H5N3O (ωB97M-V/def2-TZVPD)
H -1.08 -0.94 1.20
C -1.75 -0.03 -0.44
H 2.06 -1.87 0.85
H 2.07 -0.36 1.69
O 1.28 2.82 -2.16
H 0.59 -1.50 1.88
N -1.60 0.89 -1.28
H -2.58 -0.79 -0.37
C 1.36 -1.07 1.21
N 0.29 2.13 -1.94
C 0.53 -0.28 0.26
N -0.75 -0.45 0.39
C -0.42 1.46 -1.29
```



No. 11
Density functional theory data (ωB97M-V/def2-TZVPD) for C4H5N3O as an isolated structure in a non-equilibrium geometry.

Calculated values
E_HOMO: -10.33 eV
electronic energy: -10742.96729 eV
multiplicity: 1
gap between HOMO and LUMO: 9.21 eV
total charge: 0

The geometry in XYZ format:
```
13
C4H5N3O (ωB97M-V/def2-TZVPD)
N -2.39 -1.33 0.21
H 2.10 0.84 1.05
H -3.36 -0.89 -0.06
C 0.51 0.07 -0.06
H -2.24 1.68 -0.10
C -1.47 -0.42 0.06
H 2.13 1.06 -0.79
C -1.39 0.97 0.01
H 1.87 -1.70 -0.50
N -0.10 -1.02 -0.15
C 1.95 0.30 0.12
O 2.62 -0.96 0.14
N -0.23 1.39 0.08
```



No. 12
Density functional theory data (ωB97M-V/def2-TZVPD) for a 3-piece molecular cluster, C4H5N3O overall in a non-equilibrium geometry.

Calculated values
E_HOMO: -8.98 eV
electronic energy: -10741.38356 eV
multiplicity: 1
gap between HOMO and LUMO: 9.08 eV
total charge: 0

The geometry in XYZ format:
```
13
C4H5N3O (ωB97M-V/def2-TZVPD)
O 0.02 1.38 0.84
H 0.77 1.41 2.82
C 2.01 0.58 1.36
N -1.21 0.64 -2.06
N 1.76 0.27 0.08
C 0.92 1.21 1.81
H 2.82 0.39 2.02
H -1.71 -0.71 -0.51
H -1.50 -2.56 -1.04
H -2.38 -2.36 -2.17
N -1.77 -1.75 -1.54
C -0.28 0.74 -1.38
C 0.58 0.77 -0.21
```



No. 13
Density functional theory data (ωB97M-V/def2-TZVPD) for a single C4H5N3O molecule in a non-equilibrium geometry.

Calculated values
E_HOMO: -9.34 eV
SMILES: NC(=O)n1ccnc1
electronic energy: -10745.37162 eV
multiplicity: 1
gap between HOMO and LUMO: 9.55 eV
total charge: 0

The geometry in XYZ format:
```
13
C4H5N3O (ωB97M-V/def2-TZVPD)
N -2.05 0.69 0.34
C 0.91 0.82 -0.03
H -3.05 0.71 -0.08
H 0.49 -2.35 0.12
N 2.19 -1.08 0.10
N 0.01 -0.23 -0.16
H 3.03 1.06 0.06
C 0.90 -1.36 0.19
C 2.14 0.33 0.05
O -1.91 -1.52 -0.09
C -1.41 -0.45 0.07
H 0.39 1.81 -0.20
H -1.63 1.58 -0.38
```



No. 14
Density functional theory data (ωB97M-V/def2-TZVPD) for C4H5N3O as an isolated structure in a non-equilibrium geometry.

Calculated values
E_HOMO: -8.73 eV
electronic energy: -10741.58671 eV
multiplicity: 1
gap between HOMO and LUMO: 9.38 eV
total charge: 0

The geometry in XYZ format:
```
13
C4H5N3O (ωB97M-V/def2-TZVPD)
N -0.21 -0.42 -0.29
C -0.77 0.73 -0.22
C -1.40 -1.29 0.02
N 0.05 1.58 -0.06
H -2.86 0.40 -0.56
H -2.22 0.35 1.31
N 1.24 1.04 0.15
C 1.08 -0.23 -0.06
H 2.63 -0.48 0.51
C -1.93 0.19 0.21
H -1.62 -1.99 -0.82
H -1.68 -1.82 1.01
O 2.05 -1.04 0.03
```



No. 15
Density functional theory data (ωB97M-V/def2-TZVPD) for a single C4H5N3O molecule in a non-equilibrium geometry.

Calculated values
E_HOMO: -10.17 eV
SMILES: N#CC/N=C\NC=O
electronic energy: -10742.00845 eV
multiplicity: 1
gap between HOMO and LUMO: 10.38 eV
total charge: 0

The geometry in XYZ format:
```
13
C4H5N3O (ωB97M-V/def2-TZVPD)
O 2.97 -0.65 -0.65
C -2.27 1.46 -0.68
C -1.01 0.79 -0.35
C 1.72 -0.51 -0.45
C -0.21 -1.04 1.23
H 1.08 -0.20 -1.54
H 1.89 -1.25 1.58
H -0.66 0.56 -1.46
N -1.05 -0.33 0.60
N 1.27 -0.91 0.84
H -0.23 1.64 0.25
N -3.11 2.06 -1.47
H -0.39 -1.62 2.09
```



No. 16
Density functional theory data (ωB97M-V/def2-TZVPD) for C4H5N3O as an isolated structure in a non-equilibrium geometry.

Calculated values
E_HOMO: -9.92 eV
electronic energy: -10742.42128 eV
multiplicity: 1
gap between HOMO and LUMO: 10.28 eV
total charge: 0

The geometry in XYZ format:
```
13
C4H5N3O (ωB97M-V/def2-TZVPD)
N 0.16 -0.93 -0.02
N 1.45 0.57 -1.10
N 1.35 -1.71 -0.34
H 3.23 -0.85 -1.09
O -1.89 1.64 -0.03
H -1.92 -1.21 0.34
H -1.32 2.16 -0.94
C -0.81 0.83 0.42
C 0.35 0.30 -0.44
H -1.00 -0.93 1.89
C 2.01 -0.63 -0.90
C -1.11 -0.62 0.83
H -0.51 1.39 1.39
```



No. 17
Density functional theory data (ωB97M-V/def2-TZVPD) for a single C4H5N3O molecule in a non-equilibrium geometry.

Calculated values
E_HOMO: -9.00 eV
SMILES: [H]/N=c1\oncn1C=C
electronic energy: -10742.63146 eV
multiplicity: 1
gap between HOMO and LUMO: 9.70 eV
total charge: 0

The geometry in XYZ format:
```
13
C4H5N3O (ωB97M-V/def2-TZVPD)
O 0.27 0.40 2.28
C -0.26 -0.52 1.37
H 0.80 2.17 -0.35
H -0.88 -1.12 3.00
H 0.47 0.86 -2.48
H -0.11 -0.56 -3.35
N -0.17 0.11 0.17
C 0.62 1.28 0.38
H -0.59 -1.78 -1.10
N -0.88 -1.57 1.93
N 1.00 1.46 1.55
C -0.32 -0.61 -1.11
C 0.07 -0.11 -2.30
```



No. 18
Density functional theory data (ωB97M-V/def2-TZVPD) for a 2-piece molecular cluster, C4H5N3O overall in a non-equilibrium geometry.

Calculated values
E_HOMO: -9.82 eV
SMILES: N#Cc1cc[nH]n1.O
electronic energy: -10744.52161 eV
multiplicity: 1
gap between HOMO and LUMO: 10.39 eV
total charge: 0

The geometry in XYZ format:
```
13
C4H5N3O (ωB97M-V/def2-TZVPD)
H 1.46 0.37 -1.56
C -0.28 -0.13 -0.22
N -0.65 -1.25 0.41
C 1.07 -1.72 -0.93
H 0.17 2.20 1.95
C -1.05 1.07 -0.03
H 1.69 -2.40 -1.51
N 0.17 -2.18 -0.04
O -0.77 2.45 2.02
H -1.18 2.99 1.11
C 0.87 -0.36 -1.02
H 0.02 -3.15 0.23
N -1.52 2.10 -0.41
```



No. 19
Density functional theory data (ωB97M-V/def2-TZVPD) for a single C4H5N3O molecule in a non-equilibrium geometry.

Calculated values
E_HOMO: -9.33 eV
SMILES: N#C[C@H]1CN1NC=O
electronic energy: -10743.68094 eV
multiplicity: 1
gap between HOMO and LUMO: 9.87 eV
total charge: 0

The geometry in XYZ format:
```
13
C4H5N3O (ωB97M-V/def2-TZVPD)
H -0.83 -1.23 1.39
H -2.55 -0.09 1.20
H 1.62 -1.14 1.31
H 1.98 -2.11 -0.22
O -2.15 0.72 -0.61
N -0.83 -0.83 0.43
C 1.21 1.08 0.04
N 0.13 -1.15 -0.42
H 1.71 -0.15 -1.55
C 1.44 -1.30 0.23
N 1.20 2.15 0.41
C -1.89 0.00 0.33
C 1.21 -0.15 -0.63
```



The calculation returns the following ΔE to the lowest compared entry with this formula, charge and spin values, one per record and in order: 31.4, 52.5, 173.7, 98.3, 68.6, 81.6, 107.5, 104.5, 120.8, 168.5, 107.2, 143.7, 51.7, 139.0, 129.3, 119.8, 114.9, 71.3, 90.7 kcal/mol.